(1)
Formula: C20H33NO3
Source: the OMol25 dataset
Level of theory: wB97M-V/def2-TZVPD

Output
- Multiplicity: 1
- Energy above the lowest of the compared OMol25 structures with the same formula, charge and spin: 8.2 kcal per mole
- Molar mass: 335.488 g mol⁻¹

Positions of all 57 atoms, in Å:
H: -0.767 0.801 0.907
O: -1.154 -1.004 -1.170
H: -2.079 3.359 3.243
H: 2.990 -2.717 -1.439
H: 0.115 -1.537 3.278
C: -2.425 1.657 -0.220
C: 1.939 -3.007 -1.453
H: 3.194 1.050 1.853
H: 0.206 2.404 2.788
C: 1.678 -0.185 2.719
C: -0.157 3.287 2.236
C: 1.298 -1.158 0.121
H: 0.689 3.965 2.106
H: 1.703 -3.424 -2.434
C: 1.339 -0.713 -2.407
H: 1.337 2.499 0.303
H: 2.359 -4.942 -0.630
H: -0.209 -2.397 1.014
C: -1.420 1.688 0.939
H: -4.166 -1.079 0.233
C: 1.724 -4.089 -0.400
H: 1.826 0.192 3.720
C: -0.397 -2.082 -1.417
O: -3.515 0.779 -0.010
H: -0.289 4.723 -1.036
H: -1.918 1.412 -1.161
H: -2.954 -0.633 -2.090
H: -2.539 -0.803 0.911
C: 2.747 -0.664 -2.995
C: 2.254 -0.186 0.386
H: -1.993 1.659 1.868
H: 0.692 -4.426 -0.400
C: 0.538 -1.636 1.187
H: 1.982 -3.729 0.593
H: 1.383 4.295 -1.428
H: 2.860 0.214 -0.409
H: 2.805 0.168 -3.695
N: -0.650 2.919 0.917
H: 2.976 -1.575 -3.540
H: -0.819 4.335 3.999
C: -3.204 -0.589 0.063
C: -2.571 -1.161 -1.212
H: 3.511 -0.520 -2.236
C: 1.084 -1.737 -1.264
H: -2.797 -2.228 -1.306
C: 0.397 2.916 -0.094
O: -0.845 -3.145 -1.755
C: -1.230 4.007 3.046
C: 2.443 0.294 1.671
H: 0.658 -0.953 -3.229
H: -2.880 2.645 -0.312
C: 0.638 4.322 -0.636
H: 1.060 0.275 -2.036
H: -1.582 4.875 2.495
H: 0.075 2.277 -0.917
H: 0.989 4.989 0.146
C: 0.721 -1.154 2.470


(2)
Formula: CH3NO4
Source: the OMol25 dataset
Level of theory: wB97M-V/def2-TZVPD

Output
- Multiplicity: 1
- Energy above the lowest of the compared OMol25 structures with the same formula, charge and spin: 133.7 kcal per mole
- Molar mass: 93.038 g mol⁻¹

Positions of all 9 atoms, in Å:
O: -1.825 1.336 -0.410
C: 1.597 -0.034 -0.029
H: 1.201 0.776 0.590
O: -0.303 -1.292 0.265
O: 0.553 -0.785 -0.615
O: -3.307 -0.082 0.414
H: 2.228 -0.675 0.597
N: -2.312 0.389 0.054
H: 2.168 0.367 -0.865


(3)
Formula: CH4N4O2S
Source: the OMol25 dataset
Level of theory: wB97M-V/def2-TZVPD

Output
- Multiplicity: 1
- Energy above the lowest of the compared OMol25 structures with the same formula, charge and spin: 22.9 kcal per mole
- Molar mass: 136.136 g mol⁻¹

Positions of all 12 atoms, in Å:
O: 2.210 -0.763 -1.184
N: -0.536 -0.645 0.395
C: -1.521 2.206 0.313
H: -1.463 -0.946 -1.388
N: -0.394 2.372 0.194
H: 0.589 2.631 -0.079
S: 2.396 -0.144 0.099
N: -0.569 -0.972 -0.859
H: 0.563 -0.010 1.824
N: 0.566 -0.685 1.079
O: 2.077 1.287 0.129
H: 0.261 -1.170 -1.367


(4)
Formula: C14H56O14
Source: the OMol25 dataset
Level of theory: wB97M-V/def2-TZVPD

Output
- Multiplicity: 1
- Energy above the lowest of the compared OMol25 structures with the same formula, charge and spin: 0.0 kcal per mole
- Molar mass: 448.588 g mol⁻¹

Positions of all 84 atoms, in Å:
H: 4.041 4.572 -2.322
O: -0.381 3.577 0.540
H: 5.162 3.332 -0.156
O: -0.654 2.581 5.171
H: 2.535 4.828 -3.235
C: -2.152 -2.365 -0.719
O: 0.261 2.543 -3.215
C: -3.966 0.451 2.811
H: 0.394 -6.181 -0.957
O: 0.928 1.216 0.040
H: 1.041 -3.350 -3.080
H: 3.599 -2.058 1.720
H: 1.007 -1.133 -2.887
H: 0.209 2.800 0.405
H: 1.797 -3.921 2.534
H: 1.636 3.067 -2.064
H: -1.971 -1.196 2.683
H: 0.479 -0.786 0.157
H: -3.175 -2.248 4.209
O: -1.532 -2.022 2.947
H: 1.120 -5.194 1.502
O: 0.248 -3.360 1.246
C: 0.874 -4.307 2.093
H: 0.303 -5.752 -2.656
H: 3.090 -1.459 0.155
C: 3.611 -1.177 1.064
O: -3.764 0.689 -2.670
H: -2.404 -3.046 0.101
H: 0.990 -1.023 -4.665
H: -0.379 -2.817 1.772
H: -1.830 2.297 -3.454
H: 3.098 2.947 -0.059
H: -2.530 -0.438 -3.963
H: 0.199 -4.644 2.887
H: -3.270 0.272 -1.943
C: 4.839 2.880 0.787
H: -3.007 -3.507 2.939
H: -3.512 0.724 3.772
O: 0.810 -4.193 -1.411
H: -1.324 2.941 -1.903
H: -4.161 -1.064 -3.782
H: -0.282 0.234 1.395
H: 0.616 1.446 4.064
O: 0.941 -2.928 -3.956
O: 2.524 3.351 -1.754
C: 0.614 -1.574 -3.806
H: 3.588 3.401 -3.542
H: -1.386 3.187 5.023
H: -0.484 -1.423 -3.773
O: -2.894 -1.145 -0.637
H: 1.795 0.958 0.414
C: -0.298 2.025 3.917
H: 5.295 1.876 0.800
H: -1.919 -3.450 4.347
H: -0.990 -5.231 -1.546
H: -0.881 0.283 -0.270
H: -2.307 -2.825 -1.690
C: 3.183 4.076 -2.778
H: 4.648 -0.911 0.848
H: 5.196 3.431 1.653
C: 0.369 4.716 0.257
C: -3.581 -0.127 -3.833
C: -2.474 -2.848 3.626
H: -2.731 1.102 1.414
O: 2.897 -0.079 1.645
H: -4.513 -0.479 2.957
H: 0.197 2.946 -4.083
C: 0.016 0.186 0.338
H: -1.078 -2.163 -0.626
H: 0.619 -3.915 -0.493
H: -3.883 0.429 -4.716
H: -2.804 -0.804 0.276
H: -1.025 1.222 -2.297
H: -0.074 2.780 3.161
H: 0.333 4.912 -0.825
H: 1.421 4.626 0.532
O: -2.947 0.240 1.800
H: -4.677 1.224 2.523
H: -1.048 1.307 3.557
C: -1.051 2.235 -2.692
C: 0.088 -5.389 -1.656
H: -0.072 5.565 0.776
H: 3.367 0.260 2.409
O: 3.433 2.795 0.847


(5)
Formula: C26H56BFN2O8P
Source: the OMol25 dataset
Level of theory: wB97M-V/def2-TZVPD

Output
- Multiplicity: 1
- Energy above the lowest of the compared OMol25 structures with the same formula, charge and spin: 0.0 kcal per mole
- Net charge: +1
- Molar mass: 585.524 g mol⁻¹

Positions of all 95 atoms, in Å:
C: -6.127 -0.616 -1.816
H: 6.846 5.016 0.208
H: 1.732 -0.528 1.174
H: -12.284 0.597 -1.235
C: -11.452 1.092 -1.737
H: 1.662 -1.532 -4.555
H: 0.106 -2.488 1.133
C: 9.177 5.349 1.526
H: 5.680 -4.771 1.772
H: -11.839 1.999 -2.204
O: -0.114 -1.566 2.970
H: -12.832 -3.098 -1.871
C: 7.312 4.494 -0.635
H: -0.214 -2.192 -3.601
H: -11.516 -0.053 -3.574
H: 1.083 0.124 -4.706
C: 5.112 -2.273 2.999
H: -11.827 -2.897 -3.318
H: -5.903 -1.590 -1.377
H: -1.839 0.678 1.098
H: -2.309 -0.989 1.457
N: 3.692 -2.647 4.651
C: -3.342 0.429 -1.931
H: 10.279 3.759 0.607
C: 1.641 -0.407 -2.692
N: 4.250 -3.088 3.603
O: 5.365 -4.070 1.184
P: 2.872 -1.110 6.870
O: 6.829 -2.212 1.008
C: 6.213 -0.033 2.921
H: 8.771 4.731 2.330
C: 7.628 5.459 -1.762
C: -1.460 -0.319 1.322
O: 8.432 3.742 -0.190
C: 5.332 -0.972 3.552
H: -1.197 0.074 3.412
H: -5.802 1.479 -1.376
H: 8.053 4.927 -2.614
O: -10.219 -0.976 -2.251
H: -5.721 -0.610 -2.829
H: 1.807 0.626 -2.383
H: 7.492 -1.909 1.645
H: 4.837 0.404 5.199
H: 0.825 -3.017 -0.834
H: 3.509 -1.935 7.830
H: 0.231 0.416 2.457
H: -4.500 1.839 -3.120
H: 8.432 6.109 1.287
C: 3.810 -1.493 5.301
H: -10.726 1.376 -0.973
H: -5.990 0.455 0.033
O: 0.343 -0.739 -2.232
H: -2.309 0.340 -1.589
C: -11.095 -1.860 -1.573
C: -12.226 -2.390 -2.437
H: 7.342 1.290 1.456
H: -9.988 0.744 -3.261
C: 4.682 -0.565 4.733
B: 5.822 -2.863 1.659
H: -11.487 -1.386 -0.667
C: 0.689 -2.240 2.024
C: -10.804 0.201 -2.782
C: 6.781 0.726 2.183
H: 2.556 -2.071 0.955
C: -0.602 -0.288 2.573
H: -7.211 -0.508 -1.892
H: 8.344 6.224 -1.458
H: -0.901 -0.664 0.449
H: 6.585 3.759 -0.985
C: 1.951 -1.484 1.651
H: -2.812 1.683 -3.599
H: 6.719 5.968 -2.086
H: 2.395 -1.013 -2.174
H: 10.067 5.860 1.893
F: 2.814 -3.520 5.209
H: 0.964 -3.191 2.487
C: -3.485 1.706 -2.741
H: 9.970 5.101 -0.473
H: -1.113 -2.122 -2.100
C: 9.525 4.493 0.321
H: 2.545 -1.275 2.547
H: 2.812 -0.199 -4.487
C: -0.108 -2.054 -2.520
H: -3.244 2.576 -2.129
H: 1.777 -3.125 -2.312
C: 0.760 -3.143 -1.916
O: 3.033 0.313 7.204
H: 0.340 -4.126 -2.129
H: -3.542 -0.453 -2.549
O: -4.144 0.399 -0.762
H: 1.554 -1.589 6.732
C: -5.546 0.497 -0.962
H: -12.884 -1.593 -2.785
C: 1.809 -0.512 -4.197
H: -10.475 -2.694 -1.243


(6)
Formula: C5H14NO
Source: the OMol25 dataset
Level of theory: wB97M-V/def2-TZVPD

Output
- Multiplicity: 1
- Energy above the lowest of the compared OMol25 structures with the same formula, charge and spin: 74.6 kcal per mole
- Net charge: +1
- Molar mass: 104.173 g mol⁻¹

Positions of all 21 atoms, in Å:
H: 1.857 -2.058 -0.377
H: -0.681 -1.379 0.520
H: -4.439 1.156 -4.161
H: 1.243 -0.966 2.519
C: 0.072 0.736 0.488
N: -1.100 -0.390 0.440
H: -0.097 2.829 -0.385
H: 1.953 0.369 -0.166
H: 3.023 -2.625 0.944
C: 1.409 0.377 0.791
C: 1.805 -0.894 1.619
H: -1.629 1.841 -0.072
C: -0.519 1.871 -0.037
H: -1.788 -0.171 1.227
H: -3.236 2.209 -4.346
H: 1.829 1.191 1.306
C: 1.982 -2.263 0.766
H: 2.770 -0.495 1.997
H: -1.692 -0.356 -0.351
H: 1.301 -2.994 1.226
O: -4.062 2.013 -3.947


Number 1: calculated total energy -1062.347647 hartree. Number 2: calculated total energy -395.338771 hartree. Number 3: calculated total energy -808.074025 hartree. Number 4: calculated total energy -1620.152231 hartree. Number 5: calculated total energy -2201.333076 hartree. Number 6: calculated total energy -328.567313 hartree.